Density functional theory data (wB97M-V/def2-TZVPD) for a molecular structure, C5H6O at a distorted geometry.

The geometry in XYZ format:
```
12
C5H6O, DFT wB97M-V/def2-TZVPD
O 2.283 -0.877 -0.342
C 1.213 -0.148 -0.238
C 0.634 -1.419 0.031
C -1.567 0.242 -0.046
C -0.639 1.180 0.218
C 0.757 1.100 -0.174
H 0.382 -1.715 1.057
H 0.424 -2.139 -0.748
H -1.465 -0.470 -0.865
H -2.522 0.253 0.467
H -0.913 2.033 0.836
H 1.414 1.958 -0.197
```

The value obtained for the frontier orbital gap is 8.7 eV. The spin multiplicity is 1. The HOMO energy is -8.209 eV. The calculation puts the energy relative to the best compared isomer or geometry (same formula, charge and spin) at 3.357 eV. The charge is 0.

These are the Mulliken partial charges, in e, on atoms 1 to 6: -0.49 0.79 -0.65 -0.99 0.12 -0.67


Density functional theory data (wB97M-V/def2-TZVPD) for a single C5H6O molecule at a distorted geometry.

The geometry in XYZ format:
```
12
C5H6O, DFT wB97M-V/def2-TZVPD
C 0.109 1.097 -0.667
C -1.171 0.426 -0.351
C -1.048 -0.685 0.398
C 0.275 -1.128 0.787
C 1.432 -0.529 0.466
O 2.528 -0.117 0.487
H 0.078 1.866 -1.441
H 0.521 1.590 0.244
H 0.816 0.169 -1.041
H -2.091 0.684 -0.862
H -1.890 -1.318 0.664
H 0.443 -2.056 1.316
```

The value obtained for the frontier orbital gap is 9.1 eV. The spin multiplicity is 1. Its SMILES is C/C=C\C=C=O. The HOMO energy is -8.192 eV. The calculation puts the energy relative to the best compared isomer or geometry (same formula, charge and spin) at 1.863 eV. The charge is 0.

These are the Mulliken partial charges, in e, on atoms 1 to 6: -0.83 -0.29 -0.27 -0.47 0.43 -0.41


Density functional theory data (wB97M-V/def2-TZVPD) for a single C5H6O molecule.

The geometry in XYZ format:
```
12
C5H6O, DFT wB97M-V/def2-TZVPD
C -2.470 -0.237 0.092
C -1.155 0.408 0.110
C -0.021 0.813 0.009
C 1.378 0.704 -0.375
C 2.197 -0.297 0.313
O 1.632 -0.586 -0.944
H -2.698 -0.580 -0.926
H -2.486 -1.133 0.724
H -3.269 0.434 0.420
H 1.879 1.510 -0.902
H 1.727 -0.773 1.170
H 3.285 -0.261 0.308
```

The value obtained for the frontier orbital gap is 10.5 eV. The spin multiplicity is 1. Its SMILES is CC#C[C@H]1CO1. The HOMO energy is -9.495 eV. The calculation puts the energy relative to the best compared isomer or geometry (same formula, charge and spin) at 2.927 eV. The charge is 0.

These are the Mulliken partial charges, in e, on atoms 1 to 6: -1.07 0.67 -0.64 0.07 -0.35 -0.38


Density functional theory data (wB97M-V/def2-TZVPD) for a single C5H6O molecule.

The geometry in XYZ format:
```
12
C5H6O, DFT wB97M-V/def2-TZVPD
C 2.365 0.485 -0.213
C 1.458 -0.245 0.091
C 0.256 -1.043 0.366
C -0.815 0.023 0.570
C -1.389 0.668 -0.600
O -2.197 -0.120 0.268
H 3.220 1.054 -0.499
H 0.407 -1.691 1.239
H 0.071 -1.687 -0.502
H -0.623 0.610 1.469
H -1.223 0.200 -1.570
H -1.530 1.746 -0.619
```

The value obtained for the frontier orbital gap is 11.2 eV. The spin multiplicity is 1. Its SMILES is C#CC[C@H]1CO1. The HOMO energy is -10.170 eV. The calculation puts the energy relative to the best compared isomer or geometry (same formula, charge and spin) at 2.929 eV. The charge is 0.

These are the Mulliken partial charges, in e, on atoms 1 to 6: 0.10 -0.46 -0.65 0.02 -0.37 -0.44


Density functional theory data (wB97M-V/def2-TZVPD) for a single C5H6O molecule.

The geometry in XYZ format:
```
12
C5H6O, DFT wB97M-V/def2-TZVPD
C 2.076 -0.740 1.058
C 1.213 -0.318 0.176
C 0.316 0.158 -0.656
O 0.518 0.166 -2.019
C -0.939 0.792 -0.175
C -1.954 0.100 0.339
H 2.032 -1.752 1.456
H 2.866 -0.089 1.429
H -0.352 0.199 -2.438
H -1.002 1.876 -0.281
H -2.866 0.589 0.674
H -1.909 -0.982 0.436
```

The value obtained for the frontier orbital gap is 9.6 eV. The spin multiplicity is 1. Its SMILES is C=C=C(O)C=C. The HOMO energy is -8.783 eV. The calculation puts the energy relative to the best compared isomer or geometry (same formula, charge and spin) at 2.303 eV. The charge is 0.

These are the Mulliken partial charges, in e, on atoms 1 to 6: -0.72 0.28 0.12 -0.51 -0.31 -0.54


Density functional theory data (wB97M-V/def2-TZVPD) for a molecular structure, C5H6O at a distorted geometry.

The geometry in XYZ format:
```
12
C5H6O, DFT wB97M-V/def2-TZVPD
C -1.110 0.290 0.525
C -0.550 -0.438 -0.715
C 0.743 0.306 -0.756
O 0.738 1.544 -0.058
C 0.360 0.552 0.871
C 0.421 -1.245 0.116
H -1.614 -0.378 1.221
H -1.661 1.216 0.343
H -1.085 -0.748 -1.606
H 1.683 0.111 -1.240
H 0.919 0.604 1.795
H 1.155 -1.814 -0.496
```

The value obtained for the frontier orbital gap is 9.0 eV. The spin multiplicity is 1. The HOMO energy is -7.958 eV. The calculation puts the energy relative to the best compared isomer or geometry (same formula, charge and spin) at 6.401 eV. The charge is 0.

These are the Mulliken partial charges, in e, on atoms 1 to 6: -0.40 -0.21 -0.39 -0.40 -0.15 -0.56


Density functional theory data (wB97M-V/def2-TZVPD) for a single C5H6O molecule.

The geometry in XYZ format:
```
12
C5H6O, DFT wB97M-V/def2-TZVPD
C 0.010 -0.953 -1.745
C 0.965 -0.587 -0.602
C 0.315 0.226 0.426
C -0.273 0.863 1.269
C -0.983 1.542 2.336
O -2.189 1.629 2.389
H -0.767 -1.637 -1.393
H -0.481 -0.061 -2.143
H 0.556 -1.438 -2.559
H 1.844 -0.056 -0.985
H 1.342 -1.498 -0.120
H -0.340 1.969 3.128
```

The value obtained for the frontier orbital gap is 10.7 eV. The spin multiplicity is 1. Its SMILES is CCC#CC=O. The HOMO energy is -10.345 eV. The calculation puts the energy relative to the best compared isomer or geometry (same formula, charge and spin) at 1.769 eV. The charge is 0.

These are the Mulliken partial charges, in e, on atoms 1 to 6: -1.09 -0.53 0.40 0.24 -0.36 -0.43


Density functional theory data (wB97M-V/def2-TZVPD) for a single C5H6O molecule.

The geometry in XYZ format:
```
12
C5H6O, DFT wB97M-V/def2-TZVPD
C 1.825 -1.297 -0.862
C 1.302 -0.337 -0.346
C 0.065 0.082 0.325
C -0.352 1.551 0.454
C -1.018 -0.857 -0.258
O -0.784 -1.893 -0.822
H 2.221 -2.189 -1.293
H 0.192 -0.283 1.355
H 0.431 2.112 0.973
H -0.551 2.052 -0.498
H -1.261 1.619 1.066
H -2.069 -0.559 -0.095
```

The value obtained for the frontier orbital gap is 10.8 eV. The spin multiplicity is 1. Its SMILES is C#C[C@@H](C)C=O. The HOMO energy is -9.932 eV. The calculation puts the energy relative to the best compared isomer or geometry (same formula, charge and spin) at 2.534 eV. The charge is 0.

These are the Mulliken partial charges, in e, on atoms 1 to 6: -0.01 -0.71 0.64 -1.30 -0.06 -0.43


Density functional theory data (wB97M-V/def2-TZVPD) for a single C5H6O molecule.

The geometry in XYZ format:
```
12
C5H6O, DFT wB97M-V/def2-TZVPD
C 1.136 1.643 -1.411
C 0.513 1.052 -0.564
C 0.060 0.088 0.458
C -1.445 -0.175 0.564
C 0.828 -1.191 0.065
O 0.364 -2.059 -0.628
H 1.663 2.191 -2.161
H 0.449 0.433 1.427
H -2.001 0.737 0.802
H -1.844 -0.611 -0.356
H -1.602 -0.895 1.373
H 1.879 -1.213 0.432
```

The value obtained for the frontier orbital gap is 10.6 eV. The spin multiplicity is 1. Its SMILES is C#C[C@@H](C)C=O. The HOMO energy is -9.798 eV. The calculation puts the energy relative to the best compared isomer or geometry (same formula, charge and spin) at 1.973 eV. The charge is 0.

These are the Mulliken partial charges, in e, on atoms 1 to 6: 0.09 -0.81 0.54 -1.24 -0.11 -0.45


Density functional theory data (wB97M-V/def2-TZVPD) for a single C5H6O molecule.

The geometry in XYZ format:
```
12
C5H6O, DFT wB97M-V/def2-TZVPD
C -1.724 -1.754 1.497
C -1.374 -0.724 0.982
C -0.932 0.500 0.329
C 0.530 0.807 0.505
C 1.665 0.320 -1.137
O 0.921 1.442 -0.652
H -2.037 -2.658 1.969
H -1.333 1.382 0.856
H -1.258 0.572 -0.716
H 1.808 -0.310 -0.236
H 1.096 -0.222 -1.902
H 2.637 0.645 -1.494
```

The value obtained for the frontier orbital gap is 8.9 eV. The spin multiplicity is 1. The HOMO energy is -8.560 eV. The calculation puts the energy relative to the best compared isomer or geometry (same formula, charge and spin) at 5.839 eV. The charge is 0.

These are the Mulliken partial charges, in e, on atoms 1 to 6: 0.18 -0.43 -0.44 -0.32 -0.58 -0.22


Density functional theory data (wB97M-V/def2-TZVPD) for 2 unconnected molecules or ions with the total composition C5H6O.

The geometry in XYZ format:
```
12
C5H6O, DFT wB97M-V/def2-TZVPD
C 1.578 0.341 -0.090
C 1.817 -0.977 0.193
C 0.331 -1.347 0.483
C 0.508 0.077 0.787
H 2.141 1.206 -0.408
H 0.111 -2.042 1.294
H -0.206 -1.586 -0.432
H 0.390 0.500 1.788
C -1.663 0.957 -0.902
O -2.634 0.387 -0.476
H -1.038 0.539 -1.718
H -1.336 1.945 -0.519
```

The value obtained for the frontier orbital gap (alpha / beta) is 9.2 / 9.2 eV. The spin multiplicity is 1. Its SMILES is C1=C2C[C@H]12.C=O. The HOMO energy (alpha / beta) is -8.701 / -8.702 eV. The calculation puts the energy relative to the best compared isomer or geometry (same formula, charge and spin) at 4.959 eV. The charge is 0.

These are the Mulliken partial charges, in e, on atoms 1 to 6: 0.02 -0.52 -0.10 -0.41 0.35 0.27


Density functional theory data (wB97M-V/def2-TZVPD) for a molecular structure, C5H6O.

The geometry in XYZ format:
```
12
C5H6O, DFT wB97M-V/def2-TZVPD
C 1.119 -0.357 -0.422
C 0.350 0.929 -0.181
C -1.110 0.535 -0.312
O -1.183 -0.824 -0.735
C -0.099 -1.052 0.207
C -0.436 0.261 0.969
H 1.983 -0.406 0.246
H 1.388 -0.648 -1.442
H 0.695 1.937 -0.399
H -1.887 1.263 -0.517
H -0.044 -2.068 0.597
H -0.757 0.430 1.990
```

The value obtained for the frontier orbital gap is 10.4 eV. The spin multiplicity is 1. The HOMO energy is -9.275 eV. The calculation puts the energy relative to the best compared isomer or geometry (same formula, charge and spin) at 3.003 eV. The charge is 0.

These are the Mulliken partial charges, in e, on atoms 1 to 6: -0.47 -0.50 -0.26 -0.46 -0.16 -0.38